1.
The following is a DFT calculation (ωB97M-V/def2-TZVPD) of a structure of composition C18H18BrCoN3O5.

Output
Lowest unoccupied orbital energy (spin up / spin down), eV: -3.253 / -5.400
HOMO-LUMO gap (spin up / spin down), eV: 9.769 / 7.642
HOMO (spin up / spin down), Ha: -0.479 / -0.479

Structure (ORCA input):
```
! wB97M-V def2-TZVPD RIJCOSX def2/J DEFGRID3
* xyz 1 5
Co -0.3636 -0.0457 -0.0132
O 1.1732 -1.8006 3.2211
C 0.5766 -1.1269 2.4315
O 0.7843 -1.0683 1.1224
C -0.5476 -0.2155 2.8484
C -1.2034 -0.1695 4.0596
C -2.2847 0.7035 4.1756
C -2.6741 1.4974 3.0974
C -1.9607 1.3778 1.9227
N -0.9322 0.5491 1.8392
C -2.2392 2.0262 0.5880
O -3.0126 2.9365 0.4816
O -1.5462 1.4494 -0.3765
H -0.8766 -0.8099 4.8669
H -2.8358 0.7546 5.1055
H -3.5069 2.1854 3.1451
Br -4.3269 -5.3169 -0.6978
C -3.2419 -3.8080 -0.5245
C -3.7814 -2.6102 -0.0776
C -2.9496 -1.5185 0.0318
N -1.6482 -1.5810 -0.2735
C -1.1290 -2.7446 -0.6993
C -1.8929 -3.8803 -0.8423
H -4.8280 -2.5258 0.1751
H -3.3308 -0.5614 0.3623
H -0.0684 -2.7559 -0.9138
H -1.4450 -4.8002 -1.1882
O 0.6082 0.1022 -1.6700
C 1.1981 1.0461 -2.2527
C 2.0081 0.7877 -3.4649
C 3.3762 0.3761 -2.8352
C 3.9574 1.3135 -1.7540
C 3.2498 1.2951 -0.3768
C 1.9953 2.1888 -0.3129
N 1.3807 2.2296 -1.6570
H 2.1127 1.6910 -4.0662
H 1.6116 -0.0206 -4.0729
H 4.0922 0.2936 -3.6522
H 3.2617 -0.6213 -2.4057
H 4.0181 2.3384 -2.1370
H 4.9872 0.9952 -1.5943
H 3.9482 1.6203 0.3939
H 2.9752 0.2654 -0.1328
H 2.2335 3.2132 -0.0396
H 1.2784 1.8223 0.4233
H 1.7990 2.9227 -2.2604
*
```

These are the Löwdin partial charges, in e, on atoms 1 to 5: 0.939 0.154 -0.514 -0.090 -0.149

2.
The following is a DFT calculation (ωB97M-V/def2-TZVPD) of a cluster of 15 separate species, C31H76O15 in total in a non-equilibrium geometry.

Output
Lowest unoccupied orbital energy, eV: -0.134
HOMO-LUMO gap, eV: 8.710
HOMO, Ha: -0.325

Structure (ORCA input):
```
! wB97M-V def2-TZVPD RIJCOSX def2/J DEFGRID3
* xyz 0 1
C -1.9964 -0.4298 4.5664
C -0.4961 -0.4686 4.6394
O 0.0922 -1.5504 4.7121
C 0.2685 0.7828 4.7266
H -2.2973 -0.1272 3.5634
H -2.3976 0.4106 5.1330
H -2.4367 -1.4228 4.6562
H 0.7169 0.9745 5.7014
H -0.4752 1.5794 4.7092
H 0.9946 0.8279 3.9149
C 3.8546 0.1041 0.0379
C 4.3676 0.6239 1.3716
O 4.5988 -0.2160 2.2861
C 4.4810 2.0926 1.5703
H 4.5303 0.2554 -0.8040
H 2.9375 0.6786 -0.0923
H 3.6180 -0.9327 0.2771
H 3.4815 2.5272 1.5618
H 5.1884 2.4987 0.8472
H 4.9399 2.3011 2.5369
C -5.2716 -2.1651 0.1610
C -4.0803 -2.6030 1.1530
O -2.9812 -2.6629 0.6583
C -4.4444 -3.0174 2.5666
H -6.2770 -2.4512 0.4697
H -5.1555 -2.5200 -0.8630
H -5.3864 -1.0851 0.0684
H -5.4612 -2.7365 2.8410
H -3.8989 -2.3804 3.2628
H -4.3332 -4.0861 2.7500
C 0.2578 3.3399 1.7107
C -0.2138 4.1002 2.8956
O -0.9684 3.6231 3.7323
C 0.4310 5.5320 3.1656
H -0.5917 2.8616 1.2234
H 0.9560 2.5372 1.9485
H 0.7766 4.0442 1.0605
H 0.0121 6.2146 2.4262
H 1.4987 5.5550 2.9473
H 0.1995 5.9318 4.1529
C -2.7714 -2.6381 -2.9848
C -2.0861 -3.9927 -2.9628
O -2.6300 -5.0123 -3.3288
C -0.6533 -3.9752 -2.5920
H -2.0410 -1.8925 -2.6708
H -3.6619 -2.5214 -2.3671
H -3.0406 -2.3663 -4.0055
H -0.0817 -4.0728 -3.5150
H -0.6349 -4.7534 -1.8290
H -0.4504 -3.0524 -2.0487
C 2.5520 2.9306 -1.7497
C 4.0202 3.0965 -2.1969
O 4.7391 2.1739 -2.5495
C 4.6200 4.4716 -2.0761
H 1.8680 3.6843 -2.1399
H 2.3906 3.0240 -0.6758
H 2.2909 1.9581 -2.1670
H 3.9019 5.2893 -2.0150
H 5.2741 4.5145 -2.9469
H 5.0847 4.4701 -1.0900
C -4.2960 3.0103 1.5200
C -3.9590 1.5660 1.4236
O -4.7478 0.7884 2.0551
C -2.7186 1.0679 0.7523
H -3.6107 3.4907 2.2184
H -5.3648 3.1866 1.6411
H -4.0374 3.2913 0.4991
H -1.7409 1.1569 1.2259
H -2.5939 1.6344 -0.1704
H -2.9106 0.0074 0.5892
C -0.1408 -1.2987 1.4047
C 0.5446 -1.1551 0.1062
O 1.3696 -1.9923 -0.2448
C 0.1141 -0.0501 -0.9171
H 0.1987 -2.2394 1.8384
H -1.2040 -1.2796 1.1654
H 0.1310 -0.4784 2.0689
H 0.8805 -0.1650 -1.6837
H 0.1921 0.9936 -0.6125
H -0.8817 -0.1212 -1.3545
C 4.0037 -4.3283 -1.6227
O 3.5292 -5.5781 -1.2050
H 3.5335 -4.1303 -2.5860
H 3.5796 -3.5003 -1.0547
H 5.0788 -4.2417 -1.7803
H 2.6493 -5.5249 -0.8248
C 3.0197 -2.8405 3.7599
O 4.3272 -2.5446 4.1014
H 2.7537 -3.8861 3.9150
H 2.5010 -2.0627 4.3203
H 2.9550 -2.6018 2.6983
H 4.6138 -1.7489 3.6471
C -0.2507 1.2497 -4.5983
O -0.8124 -0.0730 -4.4826
H 0.4603 1.4597 -3.7992
H 0.3431 1.2545 -5.5123
H -0.9213 2.0991 -4.7282
H -0.0193 -0.6093 -4.5537
C 2.3269 -1.6220 -3.5268
O 1.3289 -1.9408 -4.5007
H 3.3609 -1.7335 -3.8532
H 2.1260 -0.5696 -3.3263
H 2.3071 -1.9785 -2.4969
H 1.5941 -2.8482 -4.6677
C -1.2755 4.2640 -1.5354
O -0.6484 5.4910 -1.2807
H -2.1946 4.2145 -0.9516
H -1.5959 4.2278 -2.5766
H -0.5368 3.6204 -1.0577
H -1.0239 6.1226 -1.8984
C -4.3374 1.6940 -3.4908
O -3.0043 1.3270 -2.9163
H -4.9036 1.7616 -2.5619
H -4.3589 2.6492 -4.0155
H -4.7126 0.8595 -4.0832
H -2.3394 1.1000 -3.5704
C 0.4812 -5.2854 1.3215
O 1.1931 -4.9817 0.1647
H -0.4847 -5.7884 1.2757
H 0.9394 -5.9012 2.0954
H 0.2128 -4.3402 1.7934
H 1.2483 -4.0251 0.1054
*
```

These are the Löwdin partial charges, in e, on atoms 1 to 5: -0.001 -0.503 0.042 -0.019 0.066

3.
The following is a DFT calculation (ωB97M-V/def2-TZVPD) of a cluster of 10 separate species, C6H30NO9 in total in a non-equilibrium geometry.

Output
Lowest unoccupied orbital energy, eV: -3.580
HOMO-LUMO gap, eV: 9.249
HOMO, Ha: -0.471

Structure (ORCA input):
```
! wB97M-V def2-TZVPD RIJCOSX def2/J DEFGRID3
* xyz 1 1
C -1.5777 -2.4227 -1.0572
C -2.1006 -1.4937 -2.1474
C -2.7015 -0.1527 -1.7366
C -1.7139 0.8810 -1.2524
C -0.4525 0.5785 -1.3283
N 0.5587 1.2043 -0.5785
C 1.6663 0.7261 -0.3502
H -1.0743 -3.2896 -1.4920
H -2.4361 -2.7167 -0.4280
H -0.6038 -2.0221 -0.7176
H -2.8783 -1.9516 -2.7375
H -1.3727 -1.2670 -2.9096
H -3.3897 -0.2854 -0.9279
H -3.2970 0.1797 -2.5613
H -2.1158 1.8261 -0.8910
H -0.0365 -0.1076 -1.9706
H 0.1701 2.0142 -0.0806
H 2.0804 -0.1706 -0.7713
H 2.3828 1.2165 0.2369
H 0.1525 1.0097 5.2040
H -0.8175 0.9760 3.8596
O 0.1315 1.0378 4.1501
H -1.7146 -2.9878 1.9864
H -0.3167 -2.1277 1.9781
O -1.3203 -2.1058 2.1592
H 1.7790 4.1022 -0.7949
H 1.8784 3.5868 -2.3306
O 1.2955 3.7637 -1.5187
H 2.3351 2.2155 4.1059
H 1.2827 3.3015 3.8184
O 2.1754 2.9086 3.4994
H -3.1382 0.6413 2.3251
H -1.9091 -0.2777 2.6262
O -2.2371 0.7278 2.4507
H 2.8835 -2.3707 -2.1996
H 1.7664 -2.3778 -3.1097
O 2.0612 -1.9800 -2.2520
H 2.4351 -0.3954 1.9534
H 3.1133 0.7049 2.8493
O 3.3004 0.1119 2.1053
H 0.7855 -3.6228 1.0498
H 1.8320 -3.0104 0.0647
O 1.3117 -2.8645 0.9087
H -0.6499 1.9098 -4.2945
H 0.3153 2.5833 -3.1848
O 0.1610 1.7931 -3.7085
*
```

These are the Löwdin partial charges, in e, on atoms 1 to 5: -0.095 -0.261 -0.168 -0.017 -0.140

4.
The following is a DFT calculation (ωB97M-V/def2-TZVPD) of a cluster of 2 separate species, C4H12BClNO4PS in total in a non-equilibrium geometry.

Output
Lowest unoccupied orbital energy, eV: -0.788
HOMO-LUMO gap, eV: 6.748
HOMO, Ha: -0.277

Structure (ORCA input):
```
! wB97M-V def2-TZVPD RIJCOSX def2/J DEFGRID3
* xyz 0 1
C 1.3285 0.9123 2.3631
C 1.2942 1.4401 1.0838
C 0.0104 1.4402 0.3584
N -0.4565 -0.0258 0.3183
B 0.3596 -0.8532 -0.6772
O 1.1842 -1.8307 -0.1943
O 0.2631 -0.6423 -1.9702
C 1.2927 -1.2168 -2.7822
P -2.2098 -0.2077 0.1596
O -2.7156 -0.4566 1.6627
O -2.4519 -1.5588 -0.6288
S -3.1584 1.2726 -0.5653
H 0.8767 1.3951 3.2145
H 1.8231 -0.0345 2.4904
H 2.1856 1.8456 0.6096
H -0.7120 1.9679 0.9744
H -0.0018 1.9197 -0.6032
H -0.2043 -0.3806 1.2619
H 0.7142 -2.2652 0.5315
H 1.2893 -2.2939 -2.7484
H 2.2716 -0.8256 -2.5506
H 1.0859 -0.9451 -3.8061
H -1.9922 -0.7230 2.2529
H -3.4172 -1.6206 -0.7286
Cl 1.3406 3.6866 -0.0262
*
```

These are the Löwdin partial charges, in e, on atoms 1 to 5: -0.042 -0.356 -0.318 -0.036 -0.782

Calculated relative energy (zero: lowest compared OMol25 entry of this formula, charge and spin), 0.0000; 3.2796; 3.4888; 0.0000 eV (same order as the records).